ORCA calculation (ωB97M-V with the def2-TZVPD basis set) on a structure of composition C3H31HfO23.

Geometry as XYZ:
```
58
Properties=species:S:1:pos:R:3:forces:R:3
Hf -2.01645 0.70822 -1.16008 -3.56 0.53 -0.39
C -2.74567 2.07129 -3.17786 -0.46 1.02 -1.09
O -1.63342 1.91424 -2.70250 8.40 3.41 -3.83
O -3.12269 2.71977 -4.28237 -1.22 -1.42 2.32
O -3.47974 1.54522 -2.37735 -9.08 -0.99 0.72
H -2.36176 2.92009 -4.77523 1.93 0.66 -1.27
C -2.39514 -1.47489 -2.41720 -0.48 -2.13 0.51
O -1.47670 -0.66263 -2.51266 6.40 -1.70 -5.44
O -2.54924 -2.76891 -2.92714 0.07 2.86 1.09
O -3.15534 -0.94667 -1.60276 -6.51 -3.50 1.86
H -1.84770 -3.11148 -3.51740 -0.10 0.92 0.34
C -0.03300 0.03244 0.14316 3.34 1.29 -0.03
O -1.17129 -0.21697 0.35150 -6.29 -5.60 7.64
O 0.96310 -0.33909 0.92906 0.39 1.22 -2.04
O -0.03499 0.75299 -0.86299 7.39 2.76 -2.60
H 0.64973 -0.88960 1.63903 -0.74 -0.97 0.87
O -2.20628 -0.03067 3.65107 -2.49 -0.55 -0.44
H -1.91703 0.70869 4.12702 0.44 1.67 1.25
H -1.42448 -0.34021 3.25607 1.65 -1.06 -0.90
O -1.96687 2.68871 -0.30067 0.14 2.38 0.98
H -1.90958 3.57937 -0.73278 0.09 -1.19 0.35
H -1.59035 2.78110 0.58722 0.10 0.28 -0.08
O -0.82275 -2.50143 2.75266 1.29 1.00 0.94
H -1.34347 -2.61726 3.54818 -0.33 -0.16 -0.14
H -1.25881 -2.82484 1.97729 -0.78 -0.53 -0.81
O 0.52745 -0.02799 4.14601 0.02 -1.18 -1.44
H 1.15171 0.55020 3.73682 0.81 0.80 -0.63
H 0.37977 0.40063 4.95577 -0.47 0.63 2.03
O 2.07786 2.47501 2.54767 -2.19 0.15 1.33
H 2.65343 3.14088 2.24641 0.99 1.48 -0.42
H 2.50749 1.69245 2.28387 1.07 -1.64 -0.64
O 3.04008 -1.38742 -0.90454 0.23 -1.01 -2.88
H 2.53383 -0.86005 -0.33152 -0.28 0.78 1.83
H 3.61304 -2.02582 -0.49769 0.12 -0.05 0.84
O 1.18896 -0.34584 -3.17216 -0.88 0.20 0.00
H 1.33064 -1.17253 -2.73209 0.11 -0.66 0.70
H 1.92175 -0.28928 -3.75180 1.28 0.03 -1.07
O 1.70606 -3.97331 0.71282 -0.35 -0.54 -1.08
H 1.83584 -3.29405 1.35330 0.18 0.55 1.91
H 1.72652 -3.42034 -0.06253 0.16 -0.10 -1.04
O 3.50554 0.85640 0.78662 0.13 -0.26 0.43
H 2.89837 1.48515 0.38748 -1.36 0.21 0.04
H 4.25538 1.21854 0.33273 1.53 -0.45 0.02
O -1.57570 -2.97417 0.15291 -0.45 -0.62 -0.73
H -2.24142 -3.63972 -0.17524 1.48 0.89 0.20
H -0.72875 -3.02776 -0.34373 -1.04 -0.66 0.46
O 2.42964 2.78375 -0.62023 -0.52 1.33 1.91
H 3.29539 3.15496 -0.51837 0.74 0.82 0.12
H 2.53162 2.21145 -1.33588 -0.47 -1.47 -2.36
O 2.05810 -2.37029 2.94511 -0.22 0.04 -0.30
H 2.66406 -1.64568 2.85682 0.95 0.44 0.02
H 1.27410 -1.93615 3.29048 -0.58 -0.35 0.47
O -3.67769 0.72766 0.30518 0.24 2.04 2.39
H -3.68468 1.37473 1.07330 0.29 -1.13 -1.21
H -4.56112 0.40196 0.33258 -1.13 -0.94 -0.54
O 1.16350 2.32905 -3.10229 -1.69 0.67 0.56
H 2.03229 2.50611 -3.36973 1.84 0.31 -0.88
H 1.01687 1.38395 -3.14141 -0.09 -0.51 0.13
```
Positions in Å, forces in eV/Å.

Calculated values
- Net charge: +1
- DFT total energy: -52011.4005 eV
- Frontier orbital gap: 10.2 eV
- Relative energy (zero: lowest compared OMol25 entry of this formula, charge and spin): 49.0 kcal per mole
- LUMO level: -3.006 eV
- Spin multiplicity: 1

ORCA calculation (ωB97M-V with the def2-TZVPD basis set) on a structure of composition C4H6LiO2.

Geometry as XYZ:
```
13
Properties=species:S:1:pos:R:3:forces:R:3
O 0.61168 -0.39654 -0.64553 -0.64 0.22 -1.09
C -0.63962 -0.14454 -1.05282 0.71 0.18 0.91
Li -2.28100 0.71958 -1.85907 0.45 -0.37 0.43
O -1.41632 0.40529 -0.11521 -0.35 0.17 -0.41
C 1.04332 -0.17915 0.66460 -0.71 -0.32 1.04
H 0.97887 -1.06378 1.30270 0.05 0.28 -0.36
C 2.25299 0.68572 0.73602 0.05 -0.14 0.06
H 3.11427 0.22754 0.21873 -0.12 0.19 0.04
H 2.06272 1.66741 0.27708 0.06 -0.14 0.11
H 2.53879 0.83517 1.78566 -0.10 0.00 -0.25
C -0.96030 0.89117 1.19433 0.75 0.11 -0.63
H -0.39134 1.82504 1.05344 -0.56 -0.17 0.09
H -1.90858 1.01824 1.73789 0.42 0.00 0.07
```
Positions in Å, forces in eV/Å.

Calculated values
- Net charge: 0
- DFT total energy: -8539.0308 eV
- Frontier orbital gap (spin up / spin down): 3.6 / 5.8 eV
- Relative energy (zero: lowest compared OMol25 entry of this formula, charge and spin): 64.8 kcal per mole
- LUMO level (spin up / spin down): -0.926 / -1.005 eV
- Spin multiplicity: 2
- <S²>: 0.762

ORCA calculation (ωB97M-V with the def2-TZVPD basis set) on a structure of composition C34H35N6O2S3Tc.

Geometry as XYZ:
```
81
Properties=species:S:1:pos:R:3:forces:R:3
Tc 0.15161 -0.80551 -1.32104 1.01 0.27 0.21
C -0.89461 -0.94369 1.79247 -0.17 0.10 -0.07
N 0.23219 -1.37179 0.91349 0.17 -0.01 0.04
C 1.44281 -0.74280 1.45139 0.16 0.12 0.24
C 2.60258 -1.00702 0.54251 0.16 -0.18 0.07
N 2.37072 -0.30152 -0.74920 -0.04 0.09 0.08
C 2.67615 1.13559 -0.52833 0.15 0.11 0.05
C 3.30103 -0.89983 -1.73575 0.06 0.00 0.01
C 4.64061 -0.53325 -1.80032 -0.07 0.04 0.00
C 5.50031 -1.16846 -2.68253 -0.07 -0.05 -0.03
C 5.02823 -2.18848 -3.49666 0.03 0.05 0.01
C 3.70751 -2.58120 -3.40381 0.00 0.03 0.04
C 2.83669 -1.94914 -2.51674 -0.02 -0.29 -0.06
S 1.20100 -2.55611 -2.34635 0.08 0.13 0.12
C 0.27295 -2.83941 1.01170 0.24 -0.06 0.22
C 1.02285 -3.53998 1.94075 -0.01 0.06 -0.02
C 0.91582 -4.92442 1.99213 -0.01 0.01 0.00
C 0.05142 -5.58574 1.13470 -0.03 0.06 -0.08
C -0.70179 -4.86981 0.21264 0.00 -0.11 0.09
C -0.58994 -3.49016 0.15780 -0.33 0.02 -0.15
S -1.50296 -2.47199 -0.94077 -0.47 -0.83 -0.12
H -0.70933 -1.31828 2.80037 0.03 -0.03 0.02
H -0.96078 0.13946 1.82483 0.01 0.08 -0.04
H -1.82406 -1.35850 1.41485 -0.01 -0.01 -0.01
H 1.22965 0.32215 1.52821 0.01 0.03 0.01
H 1.64873 -1.07678 2.47056 -0.03 -0.05 -0.02
H 3.54242 -0.67080 0.99231 -0.01 0.04 -0.07
H 2.70103 -2.07599 0.33253 -0.08 0.12 0.02
H 2.36100 1.75758 -1.36324 0.10 -0.12 0.05
H 2.17946 1.47715 0.37248 -0.02 0.00 0.01
H 3.74005 1.29439 -0.37696 0.01 -0.04 0.07
H 5.04374 0.24070 -1.16690 0.05 0.05 0.00
H 6.53605 -0.86712 -2.73016 0.05 0.03 0.01
H 5.68937 -2.68191 -4.19519 0.03 -0.01 -0.01
H 3.32934 -3.38889 -4.01581 -0.01 -0.03 -0.01
H 1.69389 -3.04116 2.62499 0.05 -0.02 0.01
H 1.51374 -5.47829 2.70154 0.01 -0.02 0.02
H -0.02530 -6.66305 1.17069 -0.01 -0.04 0.00
H -1.36566 -5.37464 -0.47342 -0.04 -0.05 -0.03
O -1.27550 -0.77785 -2.77572 -0.33 0.32 -0.47
N -0.96317 -0.52575 -4.05331 -0.31 -0.27 0.29
C -1.80279 -1.02492 -4.98512 0.09 0.09 -0.16
C -1.59514 -0.72851 -6.30222 0.02 0.00 0.06
C -0.50880 0.08579 -6.64780 -0.06 -0.03 0.00
C 0.32957 0.56151 -5.67289 0.04 0.01 0.14
C 0.09880 0.23565 -4.32787 0.21 0.18 -0.28
S 1.05933 0.72285 -3.00075 -0.45 -0.03 -0.30
H -2.59784 -1.63708 -4.59169 -0.02 -0.02 0.01
H -2.26547 -1.13081 -7.04477 -0.01 0.00 -0.04
H -0.32380 0.33432 -7.68246 0.00 0.00 -0.04
H 1.18274 1.18083 -5.90454 0.01 0.01 -0.03
C -2.52173 0.10973 5.44742 0.00 -0.05 -0.01
C -2.39047 1.38222 4.66115 -0.02 0.06 -0.03
C -1.16041 1.81952 4.18441 0.02 0.01 0.01
C -1.03192 3.00812 3.48106 -0.02 -0.01 0.04
C -2.15639 3.77601 3.21461 -0.07 0.06 -0.02
N -2.08696 4.98599 2.47570 -0.10 0.13 0.07
C -1.21511 5.29985 1.46688 -0.12 -0.11 0.05
O -0.89768 6.43138 1.18896 0.04 0.06 0.02
N -0.69111 4.21101 0.76432 0.31 0.17 -0.25
C -1.36677 3.07285 0.32436 0.06 -0.05 0.10
C -2.74603 2.90443 0.36199 -0.07 0.03 -0.07
C -3.28029 1.72028 -0.10587 0.01 -0.08 -0.03
C -2.44761 0.72756 -0.59084 -0.04 0.08 0.15
N -1.12186 0.87969 -0.61315 0.05 0.11 0.02
C -0.60558 2.03004 -0.18400 -0.02 -0.03 0.05
C -3.39443 3.35949 3.69134 0.06 -0.08 -0.02
C -3.50279 2.18207 4.41016 0.01 -0.01 0.00
H -1.60998 -0.48338 5.39929 0.04 -0.01 0.01
H -3.34247 -0.50121 5.07267 -0.03 -0.02 0.00
H -2.72447 0.31971 6.49770 -0.01 0.01 0.03
H -0.27309 1.23204 4.38890 0.03 -0.02 0.02
H -0.05847 3.34034 3.14965 0.03 0.02 -0.01
H -2.55324 5.79810 2.85539 0.08 -0.06 0.03
H 0.10469 4.49782 0.20933 -0.14 -0.01 -0.01
H -3.38927 3.69070 0.72558 -0.01 0.04 0.04
H -4.34816 1.56031 -0.09785 -0.04 0.00 -0.01
H -2.83363 -0.21508 -0.94330 -0.04 -0.03 -0.03
H 0.46740 2.13299 -0.25079 -0.08 0.05 0.00
H -4.27441 3.95609 3.48946 -0.03 0.04 -0.01
H -4.47422 1.87399 4.77484 -0.04 -0.01 0.02
```
Positions in Å, forces in eV/Å.

Calculated values
- Net charge: +1
- DFT total energy: -83561.9664 eV
- Frontier orbital gap (spin up / spin down): 6.9 / 6.4 eV
- Relative energy (zero: lowest compared OMol25 entry of this formula, charge and spin): 0.0 kcal per mole
- LUMO level (spin up / spin down): -3.017 / -3.589 eV
- Spin multiplicity: 2
- <S²>: 0.761

- Which of these has the highest DFT total energy?
  C4H6LiO2